Entry from the OMol25 dataset: a molecular structure, C17H21BN4OS at a distorted geometry (ωB97M-V/def2-TZVPD).

```
45
Properties=species:S:1:pos:R:3:nbo_charge:R:1
S -1.4201 1.5769 -3.0599 0.953
O -4.9741 -0.5668 0.4002 -0.885
N -5.1166 1.8523 0.0681 -1.158
N -2.6098 1.2548 -2.0298 -0.655
N -0.1413 1.3801 -2.1093 -0.609
N 0.0745 -1.2191 3.1139 -0.635
C -2.6996 0.0662 2.7383 -0.641
C -2.7380 0.6508 0.3236 -0.405
C 2.5511 -1.0181 -3.0196 0.010
C 0.1543 0.7436 0.2672 0.004
C 2.0249 -2.0786 -3.9588 -0.629
C 1.3667 -1.8640 3.3028 -0.406
C 0.1601 0.2000 2.7375 -0.257
C -0.5461 0.4675 1.4237 0.004
C -2.0214 0.9743 -0.8585 0.185
C 3.5468 0.9570 -1.3699 -0.173
C 4.2424 0.6191 -2.5239 -0.213
C -0.6155 1.0316 -0.9065 0.065
C 1.8811 -0.6851 -1.8525 -0.223
C 1.6722 0.7504 0.2612 -0.447
C 3.7336 -0.3611 -3.3625 -0.230
C -1.9985 0.4182 1.4523 0.058
C 2.3593 0.3224 -1.0203 0.000
B -4.3172 0.6249 0.2633 1.116
H -3.7661 0.2646 2.6943 0.211
H -0.3180 0.7876 3.5197 0.196
H 1.2480 -2.6868 -3.5094 0.215
H -0.5212 -1.3420 3.9162 0.359
H 1.9686 -1.7801 2.4040 0.193
H 1.2002 -2.9262 3.4740 0.203
H -2.3068 0.6055 3.5952 0.210
H -4.9289 2.2044 -0.8655 0.402
H 3.9444 1.7222 -0.7165 0.194
H 2.0789 0.1228 1.0429 0.224
H 1.6710 -1.5965 -4.8681 0.218
H 1.9953 1.7690 0.4856 0.225
H 5.1708 1.1033 -2.7887 0.210
H 1.9118 -1.4648 4.1656 0.164
H -2.5610 -0.9992 2.9097 0.235
H -5.7562 -0.4662 0.9511 0.500
H -4.8445 2.5665 0.7345 0.380
H 4.2414 -0.6227 -4.2785 0.206
H 1.1844 0.5473 2.7160 0.201
H 0.9636 -1.1960 -1.5953 0.210
H 2.8555 -2.7100 -4.2675 0.215
```

Results
Molar mass in g/mol: 340.3
Gap between HOMO and LUMO in eV: 8.16
E in eV: -37491.251
2S+1: 1
Highest occupied orbital energy in eV: -8.431